DFT (ωB97M-V with the def2-TZVPD basis set) results for 2 unconnected molecules or ions with the total composition C6H10N2O2 at a distorted geometry.

```
20
Properties=species:S:1:pos:R:3
C -0.107 1.084 -2.115
C 0.547 0.671 -0.785
C -0.494 -0.121 -0.136
C -0.510 -1.540 -0.260
N -0.614 -2.684 -0.380
N -1.663 0.483 0.217
O -2.110 1.599 -0.056
O -2.540 -0.317 0.907
H 0.640 1.931 -2.642
H -0.026 0.208 -2.788
H -1.130 1.524 -1.920
H 0.820 1.628 -0.271
H 1.554 0.181 -0.950
H -3.506 -0.026 0.871
C 2.027 -1.153 1.562
C 0.975 -0.413 1.848
H 2.924 -0.788 1.044
H 2.082 -2.136 1.885
H 0.931 0.697 1.577
H 0.199 -0.827 2.392
```

HOMO level (alpha / beta) = -9.0 / -9.0 eV
SMILES = CC/C(C#N)=[N+](\[O-])O.C=C
LUMO level (alpha / beta) = -0.40 / -0.40 eV
HOMO-LUMO gap (alpha / beta) = 8.6 / 8.6 eV
charge = 0